This record from the Open Molecules 2025 dataset describes a structure of composition C36H72NO10Rb at a distorted geometry. The level of theory is wB97M-V/def2-TZVPD.

Calculated values
Energy above the lowest of the compared OMol25 structures with the same formula, charge and spin ... 541.0 kcal/mol
Total energy ... -61094.058 eV
HOMO-LUMO gap ... 5.90 eV
2S+1 ... 1

```
120
C36H72NO10Rb wB97M-V/def2-TZVPD
Rb 1.51 -1.78 -2.84
O 2.33 3.69 2.93
O -1.09 3.38 4.69
O 0.32 -3.69 -2.58
O -5.24 -2.26 -1.48
O -2.08 -4.17 -0.68
O 1.14 4.54 -4.48
O 5.76 0.71 1.23
O -0.36 -1.27 -3.30
O 2.47 -1.31 -0.76
O 4.38 -1.46 1.51
N 1.23 -0.59 -0.54
C 3.55 -2.28 1.84
C -0.02 1.62 -0.06
C 1.86 4.11 1.91
C -1.15 -0.36 -3.53
C -5.56 0.20 -1.52
C -3.02 2.76 3.33
C -0.18 -2.66 -0.77
C -1.36 -5.45 -2.94
C -3.54 -3.52 1.16
C -2.22 -4.14 0.57
C 4.29 2.51 1.39
C 2.22 1.55 -1.38
C 0.08 -1.38 0.04
C 0.40 4.22 1.83
C -1.14 0.67 0.57
C 1.47 5.54 -2.35
C -1.26 -0.69 -0.06
C 0.83 3.08 -2.55
C -1.00 1.19 3.61
C 1.09 4.38 -3.27
C -1.01 0.96 -2.70
C -1.15 -4.68 1.44
C 4.38 0.65 3.15
C 2.18 1.09 1.15
C 4.80 1.17 1.81
C -0.85 -4.02 -2.72
C -3.42 -0.99 -0.73
C 3.07 -2.56 3.21
C -4.79 -1.16 -1.27
C 0.22 -1.91 1.45
C -2.38 -0.43 -4.30
C 3.00 -3.26 0.87
C -1.66 2.55 3.96
C -1.95 -2.95 -2.93
C 1.41 0.85 -0.18
C 2.66 4.41 0.65
H -0.01 1.34 -2.51
H -1.73 -2.06 -2.33
H 3.67 -4.11 0.78
H -0.93 0.52 1.62
H -0.48 -6.08 -3.01
H -0.86 -3.84 2.08
H 0.74 5.86 -1.61
H -6.30 0.32 -0.72
H 2.14 -1.99 3.30
H -3.02 3.73 2.83
H 3.54 2.94 2.05
H 0.36 -1.20 2.26
H -0.42 1.89 -1.04
H 3.06 0.46 1.26
H 0.64 -3.39 -0.76
H 1.08 -2.58 1.41
H -4.12 -3.07 0.35
H 2.56 2.10 1.29
H -1.49 -5.52 2.05
H 2.41 2.62 -1.27
H 1.46 0.86 1.94
H 1.55 6.36 -3.06
H 0.02 3.51 1.10
H -0.66 -2.48 1.75
H -4.03 -4.28 1.77
H 2.18 3.77 -0.09
H -0.01 5.22 1.68
H -2.88 -1.33 -3.93
H -2.13 1.13 0.48
H 2.79 -3.61 3.30
H 3.79 2.36 0.44
H -1.76 0.44 3.84
H -3.13 0.33 -4.07
H -1.85 -5.82 -2.03
H -1.12 -3.11 -0.47
H -0.15 -2.36 -1.82
H -2.03 -1.17 0.54
H -3.18 -2.71 1.80
H 3.80 -2.29 3.97
H 3.76 -0.21 2.93
H -3.57 -0.53 0.25
H -0.06 1.08 4.14
H 1.54 1.45 -2.23
H 1.80 2.75 -2.17
H 3.71 1.35 3.66
H 0.00 3.87 2.78
H 0.42 2.35 -3.24
H -4.75 0.92 -1.66
H -2.06 -5.63 -3.75
H -2.16 -0.44 -5.37
H -3.15 1.89 2.68
H 3.18 1.10 -1.59
H -0.84 1.20 2.53
H 5.27 0.39 3.72
H -3.81 2.86 4.08
H -2.83 -0.34 -1.37
H -2.97 -3.29 -2.77
H -6.06 0.20 -2.48
H -1.57 -0.57 -1.09
H -1.95 -2.59 -3.96
H 5.15 3.17 1.26
H -3.00 -1.99 -0.66
H 2.03 -3.62 1.21
H 2.88 -2.79 -0.10
H 2.46 5.19 -2.03
H -1.63 1.67 -3.23
H 2.53 5.45 0.35
H 3.70 4.12 0.76
H -1.55 0.68 -1.79
H -0.31 -5.09 0.89
H 0.01 3.23 -1.85
H 0.13 2.51 0.54
```

Results of the Mulliken charge analysis, in e, for atoms 1 through 99: number 1, Rb, carries 0.919; number 2, O, carries -0.568; number 3, O, carries -0.622; number 4, O, carries -0.555; number 5, O, carries -0.587; number 6, O, carries -0.319; number 7, O, carries -0.651; number 8, O, carries -0.644; number 9, O, carries -1.086; number 10, O, carries -1.217; number 11, O, carries -0.466; number 12, N, carries 1.508; number 13, C, carries 1.486; number 14, C, carries 0.756; number 15, C, carries 0.558; number 16, C, carries 1.253; number 17, C, carries -1.250; number 18, C, carries -0.872; number 19, C, carries -0.530; number 20, C, carries -1.656; number 21, C, carries -1.119; number 22, C, carries 1.300; number 23, C, carries -1.589; number 24, C, carries -3.061; number 25, C, carries 2.771; number 26, C, carries -0.371; number 27, C, carries -0.799; number 28, C, carries -1.197; number 29, C, carries 0.186; number 30, C, carries -0.236; number 31, C, carries -0.198; number 32, C, carries 0.158; number 33, C, carries 0.733; number 34, C, carries -1.330; number 35, C, carries -0.716; number 36, C, carries -0.075; number 37, C, carries 1.391; number 38, C, carries 0.747; number 39, C, carries 0.475; number 40, C, carries -1.350; number 41, C, carries 0.466; number 42, C, carries -0.453; number 43, C, carries -1.581; number 44, C, carries -1.559; number 45, C, carries 0.625; number 46, C, carries -0.852; number 47, C, carries 1.719; number 48, C, carries -0.497; number 49, H, carries -1.838; number 50, H, carries -0.428; number 51, H, carries 0.684; number 52, H, carries -1.291; number 53, H, carries 0.475; number 54, H, carries 0.587; number 55, H, carries 0.312; number 56, H, carries 0.330; number 57, H, carries 0.233; number 58, H, carries 0.308; number 59, H, carries 1.088; number 60, H, carries -0.309; number 61, H, carries -0.878; number 62, H, carries -0.119; number 63, H, carries 1.017; number 64, H, carries -0.295; number 65, H, carries 0.212; number 66, H, carries -1.421; number 67, H, carries 0.498; number 68, H, carries 1.553; number 69, H, carries 0.045; number 70, H, carries 0.421; number 71, H, carries 1.154; number 72, H, carries -0.806; number 73, H, carries 0.500; number 74, H, carries 0.092; number 75, H, carries 0.534; number 76, H, carries 0.638; number 77, H, carries 1.006; number 78, H, carries 0.369; number 79, H, carries 0.635; number 80, H, carries 0.395; number 81, H, carries 0.499; number 82, H, carries 0.248; number 83, H, carries -1.167; number 84, H, carries -1.108; number 85, H, carries -0.500; number 86, H, carries 0.181; number 87, H, carries 0.445; number 88, H, carries -0.136; number 89, H, carries 0.835; number 90, H, carries 0.306; number 91, H, carries 1.862; number 92, H, carries -1.276; number 93, H, carries 0.210; number 94, H, carries -0.121; number 95, H, carries 0.802; number 96, H, carries 0.298; number 97, H, carries 0.368; number 98, H, carries 0.288; number 99, H, carries 0.059

---

This record from the Open Molecules 2025 dataset describes a cluster of 9 separate species, C36H72O27 in total at a distorted geometry. The level of theory is wB97M-V/def2-TZVPD.

Calculated values
Energy above the lowest of the compared OMol25 structures with the same formula, charge and spin ... 173.1 kcal/mol
Total energy ... -93776.927 eV
HOMO-LUMO gap ... 10.92 eV
SMILES ... CCOC(=O)OC.CCOC(=O)OC.CCOC(=O)OC.CCOC(=O)OC.CCOC(=O)OC.CCOC(=O)OC.CCOC(=O)OC.CCOC(=O)OC.CCOC(=O)OC
2S+1 ... 1

```
135
C36H72O27 wB97M-V/def2-TZVPD
O 5.37 -18.09 8.77
O 4.49 -13.40 16.06
O 7.96 -9.79 5.47
O 16.83 -6.99 10.45
O 9.85 -14.78 4.49
O 16.49 -8.53 8.95
O 14.97 -16.73 8.33
O 5.07 -7.59 14.93
O 7.30 -7.26 14.77
O 12.93 -16.43 7.76
O 4.05 -9.90 9.70
O 7.56 -7.68 6.09
O 8.17 -15.90 5.51
O 3.89 -10.91 11.81
O 3.39 -12.06 9.99
O 7.17 -17.99 9.95
O 8.89 -13.97 6.50
O 5.72 -15.01 14.93
O 6.19 -16.04 9.69
O 8.88 -11.21 8.91
O 6.34 -7.56 16.73
O 13.22 -17.64 9.53
O 10.68 -10.02 8.56
O 9.66 -8.49 5.76
O 4.03 -13.88 13.86
O 15.18 -6.77 8.70
O 9.07 -9.12 9.78
C 10.78 -13.75 4.48
C 8.21 -17.54 10.68
C 11.56 -16.66 7.69
C 6.26 -17.27 9.56
C 7.53 -11.50 9.38
C 8.78 -7.18 12.64
C 5.23 -7.84 17.60
C 5.05 -13.80 17.43
C 10.31 -7.36 5.77
C 6.64 -10.19 5.30
C 8.28 -8.61 5.90
C 15.81 -9.26 7.94
C 14.45 -9.65 8.46
C 10.20 -12.39 4.06
C 8.94 -14.80 5.59
C 4.84 -14.12 14.98
C 9.50 -10.04 9.13
C 4.34 -12.93 8.03
C 4.64 -9.87 12.39
C 3.93 -13.59 18.37
C 16.09 -7.35 9.30
C 3.76 -10.86 10.45
C 6.14 -7.49 15.44
C 7.38 -12.97 9.75
C 10.84 -15.63 8.53
C 7.31 -16.26 6.56
C 2.94 -18.00 9.08
C 16.40 -5.81 11.16
C 13.62 -16.95 8.65
C 11.00 -10.85 7.48
C 7.39 -7.10 13.32
C 4.26 -14.48 12.63
C 16.03 -17.25 9.13
C 3.13 -12.23 8.59
C 4.12 -17.46 8.28
C 6.64 -11.73 5.29
H 16.37 -18.14 8.59
H 4.18 -14.02 19.34
H 8.89 -7.61 11.65
H 5.97 -9.80 6.07
H 6.93 -11.37 8.48
H 5.66 -10.16 12.12
H 5.98 -13.26 17.62
H 5.64 -7.95 18.60
H 4.12 -16.37 8.30
H 11.38 -7.35 5.55
H 7.26 -10.84 10.20
H 2.26 -12.86 8.42
H 6.44 -13.21 10.25
H 4.38 -8.93 11.91
H 10.95 -11.63 4.26
H 9.76 -15.80 8.58
H 2.94 -11.31 8.05
H 4.36 -7.21 17.41
H 4.32 -12.82 6.94
H 8.23 -13.26 10.38
H 14.70 -10.64 8.86
H 11.67 -10.37 6.76
H 15.76 -17.36 10.18
H 4.70 -15.47 12.74
H 5.40 -14.83 17.36
H 9.53 -7.55 13.34
H 6.90 -6.13 13.20
H 4.71 -9.91 13.48
H 11.23 -17.64 8.03
H 11.10 -15.52 9.58
H 2.85 -17.54 10.06
H 11.29 -13.64 5.44
H 6.78 -7.85 12.81
H 3.01 -14.09 18.08
H 4.91 -8.80 17.19
H 9.34 -12.26 4.73
H 2.11 -17.59 8.51
H 11.08 -14.60 8.25
H 17.15 -5.36 11.81
H 4.94 -13.94 11.97
H 8.80 -16.83 10.11
H 2.89 -19.07 8.90
H 14.06 -8.93 9.19
H 3.65 -12.54 18.37
H 13.64 -9.77 7.74
H 10.29 -6.78 6.70
H 15.83 -8.57 7.09
H 7.86 -16.61 7.43
H 7.02 -12.02 4.31
H 5.32 -12.67 8.41
H 10.18 -10.71 6.78
H 6.55 -16.91 6.12
H 7.83 -17.10 11.60
H 15.50 -5.90 11.76
H 5.62 -12.07 5.42
H 9.10 -6.15 12.45
H 3.29 -14.60 12.14
H 7.49 -13.53 8.83
H 11.12 -11.91 7.68
H 8.94 -18.32 10.90
H 16.35 -10.14 7.60
H 11.38 -16.51 6.62
H 9.69 -12.30 3.10
H 4.33 -13.99 8.30
H 16.11 -5.05 10.44
H 16.80 -16.48 9.16
H 9.94 -6.86 4.88
H 11.58 -14.07 3.81
H 7.37 -12.09 6.01
H 6.19 -9.68 4.45
H 3.85 -17.59 7.23
H 6.73 -15.44 6.99
```

Results of the Mulliken charge analysis, in e, for atoms 1 through 99: number 1, O, carries -0.342; number 2, O, carries -0.325; number 3, O, carries -0.085; number 4, O, carries -0.317; number 5, O, carries -0.441; number 6, O, carries -0.341; number 7, O, carries -0.339; number 8, O, carries -0.564; number 9, O, carries -0.304; number 10, O, carries -0.270; number 11, O, carries -0.656; number 12, O, carries -0.561; number 13, O, carries -0.436; number 14, O, carries -0.354; number 15, O, carries -0.251; number 16, O, carries -0.338; number 17, O, carries 0.044; number 18, O, carries -0.624; number 19, O, carries -0.314; number 20, O, carries -0.055; number 21, O, carries -0.367; number 22, O, carries -0.577; number 23, O, carries -0.237; number 24, O, carries -0.167; number 25, O, carries -0.333; number 26, O, carries -0.576; number 27, O, carries -0.702; number 28, C, carries -0.192; number 29, C, carries -0.109; number 30, C, carries -0.358; number 31, C, carries 0.611; number 32, C, carries -0.092; number 33, C, carries -0.958; number 34, C, carries -0.546; number 35, C, carries -0.248; number 36, C, carries -0.860; number 37, C, carries -0.633; number 38, C, carries 0.540; number 39, C, carries -0.438; number 40, C, carries -0.487; number 41, C, carries -0.378; number 42, C, carries 0.428; number 43, C, carries 0.698; number 44, C, carries 0.636; number 45, C, carries 0.764; number 46, C, carries -0.752; number 47, C, carries -1.061; number 48, C, carries 0.749; number 49, C, carries 0.834; number 50, C, carries 0.843; number 51, C, carries -0.749; number 52, C, carries -0.515; number 53, C, carries -0.351; number 54, C, carries -1.227; number 55, C, carries -0.675; number 56, C, carries 0.712; number 57, C, carries -0.113; number 58, C, carries 0.188; number 59, C, carries -0.332; number 60, C, carries -0.647; number 61, C, carries -0.849; number 62, C, carries 0.381; number 63, C, carries -0.496; number 64, H, carries 0.252; number 65, H, carries 0.361; number 66, H, carries 0.185; number 67, H, carries 0.363; number 68, H, carries -0.139; number 69, H, carries 0.231; number 70, H, carries 0.312; number 71, H, carries 0.231; number 72, H, carries -0.322; number 73, H, carries 0.271; number 74, H, carries 0.198; number 75, H, carries 0.381; number 76, H, carries 0.000; number 77, H, carries 0.410; number 78, H, carries 0.288; number 79, H, carries -0.350; number 80, H, carries 0.440; number 81, H, carries 0.285; number 82, H, carries 0.300; number 83, H, carries 0.730; number 84, H, carries 0.277; number 85, H, carries 0.405; number 86, H, carries 0.323; number 87, H, carries 0.462; number 88, H, carries 0.326; number 89, H, carries 0.340; number 90, H, carries 0.291; number 91, H, carries 0.379; number 92, H, carries 0.401; number 93, H, carries 0.698; number 94, H, carries 0.272; number 95, H, carries 0.074; number 96, H, carries -0.070; number 97, H, carries 0.307; number 98, H, carries 0.219; number 99, H, carries -0.356